# C2H4FNO2

An isolated molecule of C2H4FNO2 (ωB97M-V/def2-TZVPD, the Open Molecules 2025 dataset).

Geometry as XYZ:
```
10
Properties=species:S:1:pos:R:3:forces:R:3:nbo_charge:R:1
N 0.2920 1.2214 -0.2629 -2.5 -0.2 2.7 -0.866
C 0.6076 -0.1530 0.0518 1.2 -0.1 -0.2 0.249
F 1.5003 -0.5307 -0.9425 -0.3 -0.2 0.4 -0.340
C -0.6490 -1.0816 -0.1165 0.3 -2.0 -1.0 0.725
O -0.6176 -2.1547 -0.6747 0.6 1.3 0.6 -0.533
O -1.8251 -0.6474 0.3370 0.3 0.5 0.5 -0.638
H 0.9869 1.6272 -0.7921 1.9 0.8 -1.5 0.389
H 0.1626 1.8175 0.5767 0.2 -0.7 -0.8 0.365
H 1.2013 -0.2746 1.0230 -1.2 -0.1 -0.9 0.172
H -1.6590 0.1760 0.8002 -0.4 0.5 0.1 0.477
```
Positions in Å, forces in eV/Å.

The charge is 0. The value obtained for the HOMO energy is -10.230 eV. The energy above the lowest of the compared OMol25 structures with the same formula, charge and spin is 0.494 eV. The value obtained for the LUMO energy is 0.40 eV. As for the SMILES: N[C@H](F)C(=O)O.